Density functional theory data (ωB97M-V with the def2-TZVPD basis set) for C27H35BrN4P2Ru as an isolated structure.

Properties
E_LUMO (spin up / spin down) = -5.743 / -9.248 eV
Multiplicity = 5
Net charge = +2
HOMO level (spin up / spin down) = -12.1 / -12.1 eV
Expectation value of S² = 6.05
Orbital gap (spin up / spin down) = 0.235 / 0.106 Ha

Last column: natural (NBO) charge in e.
Cartesian coordinates (Å):
Ru: 0.24 4.11 4.02  0.895
C: 2.33 4.35 3.17  -0.153
C: 1.37 4.11 2.18  -0.241
C: 1.09 2.76 1.55  -0.460
C: 0.05 1.87 2.25  -0.448
C: -0.05 2.06 3.73  -0.277
C: 1.06 2.25 4.59  -0.225
C: 2.49 2.04 4.18  -0.446
C: 3.22 3.34 3.79  -0.464
C: -0.86 4.11 5.72  -0.737
H: 2.66 5.38 3.32  0.274
H: 1.04 4.97 1.60  0.274
H: 2.04 2.22 1.43  0.239
H: 0.72 2.97 0.54  0.244
H: -0.95 2.10 1.85  0.235
H: 0.26 0.82 2.00  0.255
H: -1.00 1.78 4.20  0.263
H: 0.87 2.18 5.67  0.261
H: 2.55 1.31 3.36  0.222
H: 3.03 1.60 5.04  0.261
H: 3.68 3.79 4.69  0.247
H: 4.07 3.06 3.14  0.263
H: -0.50 4.91 6.40  0.261
H: -0.84 3.13 6.23  0.217
H: -1.90 4.34 5.42  0.262
P: -1.57 -2.37 -0.87  1.204
P: -0.43 -0.15 -2.65  1.229
N: -0.89 -3.47 0.29  -0.664
N: -3.00 -3.39 -1.18  -0.646
N: 1.32 -0.14 -2.54  -0.675
N: -0.49 0.76 -4.15  -0.680
C: -0.55 -2.93 -2.33  -0.758
C: -0.57 -1.84 -3.42  -0.740
C: -0.24 -3.00 1.44  -0.067
C: 0.41 -4.07 2.04  -0.285
C: 0.16 -5.23 1.23  -0.260
C: -0.63 -4.84 0.16  -0.068
C: -4.28 -2.93 -0.83  -0.069
C: -5.23 -3.82 -1.33  -0.284
C: -4.51 -4.86 -2.01  -0.249
C: -3.16 -4.58 -1.88  -0.096
C: 1.98 0.54 -1.50  -0.064
C: 3.33 0.25 -1.57  -0.263
C: 3.52 -0.62 -2.68  -0.247
C: 2.28 -0.84 -3.26  -0.101
C: 0.32 0.70 -5.29  0.218
C: -0.31 1.40 -6.31  -0.204
C: -1.56 1.89 -5.80  -0.206
C: -1.65 1.48 -4.48  0.215
H: -0.98 -3.86 -2.73  0.266
H: 0.48 -3.15 -2.01  0.262
H: 0.25 -2.02 -4.13  0.240
H: -1.51 -1.86 -3.98  0.249
H: -0.32 -1.96 1.71  0.196
H: 1.00 -4.03 2.93  0.232
H: 0.52 -6.23 1.41  0.241
H: -1.05 -5.40 -0.65  0.219
H: -4.39 -2.03 -0.25  0.213
H: -6.30 -3.74 -1.22  0.239
H: -4.94 -5.71 -2.53  0.240
H: -2.31 -5.15 -2.22  0.205
H: 1.40 1.17 -0.83  0.203
H: 4.09 0.63 -0.91  0.236
H: 4.45 -1.06 -3.02  0.251
H: 2.03 -1.41 -4.14  0.210
H: 1.26 0.19 -5.28  0.258
H: 0.07 1.54 -7.31  0.274
H: -2.30 2.46 -6.33  0.273
H: -2.42 1.62 -3.73  0.253
Br: 0.05 6.53 4.08  -0.223

***

Density functional theory data (ωB97M-V with the def2-TZVPD basis set) for C27H35CdN4O6Sb as an isolated structure.

Properties
E_LUMO (spin up / spin down) = -2.589 / -3.323 eV
HOMO level (spin up / spin down) = -6.6 / -6.5 eV
Orbital gap (spin up / spin down) = 0.147 / 0.118 Ha

Last column: Mulliken charge in e.
Cartesian coordinates (Å):
O: 3.23 -0.87 -0.83  -0.487
H: 4.18 -0.64 -0.78  0.209
Cd: 0.94 -0.59 0.32  2.475
N: 0.47 -1.25 -1.98  0.352
N: 0.47 1.24 -1.38  1.005
N: -0.45 -1.73 1.90  0.725
N: -0.65 0.82 1.43  0.352
O: 0.12 -2.41 -2.28  -0.548
O: -0.48 -3.01 1.98  -0.895
O: -0.80 2.15 1.19  -0.615
O: 0.29 2.49 -1.09  -0.685
C: 0.81 0.98 -2.66  -0.384
C: 0.89 -0.41 -2.98  0.573
C: -1.15 -1.02 2.80  0.129
C: -1.30 0.37 2.51  0.232
C: 1.44 -0.98 -4.22  -1.383
H: 2.43 -1.44 -4.01  0.290
H: 1.58 -0.22 -4.99  0.439
H: 0.79 -1.77 -4.60  0.312
C: 1.07 2.09 -3.62  -1.351
H: 1.76 2.82 -3.17  0.295
H: 0.13 2.62 -3.86  0.161
H: 1.50 1.72 -4.55  0.467
C: -1.82 -1.70 3.93  -1.326
C: -2.25 1.20 3.31  -1.541
H: -1.36 -2.67 4.13  0.404
H: -2.89 -1.87 3.72  0.088
H: -1.74 -1.08 4.83  0.418
H: -2.24 2.24 2.97  0.346
H: -1.97 1.15 4.37  0.487
H: -3.27 0.80 3.22  0.130
H: 0.91 -3.10 1.12  0.333
H: -0.31 2.31 0.28  0.324
C: 2.82 0.55 1.09  -1.584
H: 3.86 0.23 1.14  0.283
H: 2.44 0.74 2.11  0.307
H: 2.76 1.49 0.51  0.386
O: 1.66 -2.67 0.59  -0.750
H: 3.18 -1.84 -0.89  0.264
H: 2.42 -2.67 1.20  0.305
C: -6.30 -0.33 2.76  -0.578
C: -5.37 -1.37 2.61  -0.468
C: -4.43 -1.32 1.57  -0.869
C: -4.38 -0.21 0.72  0.648
C: -5.33 0.81 0.85  -0.482
C: -6.28 0.76 1.88  -0.644
Sb: -2.86 -0.20 -0.84  0.415
C: -4.06 -1.35 -2.24  0.349
C: -3.49 -2.49 -2.80  -0.635
C: -4.27 -3.34 -3.59  -0.493
C: -5.62 -3.04 -3.82  -0.484
C: -6.18 -1.88 -3.27  -0.601
C: -5.40 -1.03 -2.47  -0.209
C: -3.04 1.82 -1.62  0.499
C: -2.91 2.01 -3.00  -0.767
C: -2.97 3.31 -3.53  -0.585
C: -3.16 4.41 -2.68  -0.586
C: -3.29 4.21 -1.30  -0.692
C: -3.21 2.91 -0.77  -0.234
H: -7.04 -0.37 3.56  0.372
H: -5.39 -2.23 3.28  0.470
H: -3.74 -2.16 1.43  0.462
H: -5.35 1.65 0.15  0.402
H: -7.01 1.56 1.98  0.400
H: -2.43 -2.73 -2.63  0.293
H: -3.83 -4.25 -4.02  0.384
H: -6.24 -3.70 -4.43  0.356
H: -7.23 -1.63 -3.46  0.369
H: -5.85 -0.13 -2.04  0.317
H: -2.78 1.16 -3.68  0.443
H: -2.86 3.46 -4.60  0.424
H: -3.21 5.42 -3.09  0.379
H: -3.45 5.05 -0.62  0.398
H: -3.30 2.77 0.31  0.406

***

Density functional theory data (ωB97M-V with the def2-TZVPD basis set) for C27H35ClN4P2Pd as an isolated structure.

Properties
E_LUMO (spin up / spin down) = 0.076 / -1.562 eV
Multiplicity = 3
HOMO level (spin up / spin down) = -6.1 / -6.9 eV
Expectation value of S² = 2.02
Orbital gap (spin up / spin down) = 0.227 / 0.197 Ha

Last column: natural (NBO) charge in e.
Cartesian coordinates (Å):
Pd: 2.45 2.42 -2.96  0.432
C: 3.61 2.12 -4.55  -0.294
C: 4.62 2.18 -3.57  -0.316
C: 5.28 3.42 -3.10  -0.441
C: 4.40 4.69 -3.24  -0.456
C: 2.93 4.44 -3.01  -0.289
C: 1.90 4.19 -3.95  -0.324
C: 2.08 3.89 -5.39  -0.434
C: 3.41 3.14 -5.61  -0.446
C: 0.37 1.68 -0.97  -1.029
H: 3.34 1.11 -4.87  0.252
H: 5.25 1.29 -3.45  0.220
H: 6.26 3.55 -3.62  0.224
H: 5.61 3.33 -2.05  0.202
H: 4.72 5.37 -2.43  0.221
H: 4.58 5.21 -4.19  0.217
H: 2.58 4.89 -2.08  0.250
H: 0.92 4.52 -3.59  0.251
H: 1.95 4.78 -6.02  0.223
H: 1.29 3.18 -5.67  0.208
H: 3.33 2.54 -6.52  0.225
H: 4.25 3.83 -5.70  0.209
H: 0.56 1.51 -2.05  0.261
H: -0.62 2.18 -0.88  0.280
H: 0.28 0.68 -0.48  0.277
P: 1.63 2.74 -0.30  1.573
P: 2.74 -0.38 -1.70  1.450
N: 0.88 4.63 -0.59  -0.598
N: 1.42 2.81 1.43  -0.688
N: 3.24 -0.99 -3.40  -0.652
N: 3.31 -1.70 -0.74  -0.744
C: 3.37 2.23 -0.18  -0.805
C: 3.89 0.85 -0.64  -0.690
C: -0.16 4.65 -1.51  -0.106
C: -0.46 5.96 -1.91  -0.312
C: 0.37 6.81 -1.13  -0.309
C: 1.17 5.98 -0.32  -0.092
C: 0.12 2.81 1.91  -0.051
C: 0.12 3.27 3.21  -0.284
C: 1.46 3.63 3.55  -0.263
C: 2.24 3.39 2.43  -0.082
C: 2.37 -0.85 -4.51  -0.064
C: 3.03 -1.20 -5.68  -0.298
C: 4.37 -1.51 -5.30  -0.293
C: 4.49 -1.32 -3.93  -0.069
C: 4.50 -2.43 -0.78  -0.058
C: 4.41 -3.42 0.19  -0.288
C: 3.19 -3.23 0.91  -0.287
C: 2.56 -2.12 0.40  -0.049
H: 3.66 2.36 0.87  0.255
H: 3.85 3.03 -0.74  0.248
H: 4.74 1.05 -1.32  0.252
H: 4.28 0.27 0.23  0.243
H: -0.61 3.75 -1.85  0.191
H: -1.20 6.18 -2.67  0.218
H: 0.32 7.89 -1.19  0.221
H: 1.86 6.30 0.44  0.210
H: -0.65 2.48 1.24  0.212
H: -0.77 3.35 3.82  0.227
H: 1.79 4.04 4.50  0.229
H: 3.29 3.58 2.31  0.215
H: 1.33 -0.54 -4.39  0.238
H: 2.61 -1.23 -6.69  0.234
H: 5.18 -1.83 -5.95  0.228
H: 5.35 -1.40 -3.28  0.207
H: 5.25 -2.16 -1.51  0.210
H: 5.14 -4.20 0.31  0.226
H: 2.83 -3.84 1.72  0.228
H: 1.65 -1.60 0.67  0.224
Cl: 0.79 -1.41 -2.03  -0.381

***

What did the second record say?
Density functional theory data (ωB97M-V with the def2-TZVPD basis set) for C27H35CdN4O6Sb as an isolated structure.

Properties
E_LUMO (spin up / spin down) = -2.589 / -3.323 eV
HOMO level (spin up / spin down) = -6.6 / -6.5 eV
Orbital gap (spin up / spin down) = 0.147 / 0.118 Ha

Last column: Mulliken charge in e.
Cartesian coordinates (Å):
O: 3.23 -0.87 -0.83  -0.487
H: 4.18 -0.64 -0.78  0.209
Cd: 0.94 -0.59 0.32  2.475
N: 0.47 -1.25 -1.98  0.352
N: 0.47 1.24 -1.38  1.005
N: -0.45 -1.73 1.90  0.725
N: -0.65 0.82 1.43  0.352
O: 0.12 -2.41 -2.28  -0.548
O: -0.48 -3.01 1.98  -0.895
O: -0.80 2.15 1.19  -0.615
O: 0.29 2.49 -1.09  -0.685
C: 0.81 0.98 -2.66  -0.384
C: 0.89 -0.41 -2.98  0.573
C: -1.15 -1.02 2.80  0.129
C: -1.30 0.37 2.51  0.232
C: 1.44 -0.98 -4.22  -1.383
H: 2.43 -1.44 -4.01  0.290
H: 1.58 -0.22 -4.99  0.439
H: 0.79 -1.77 -4.60  0.312
C: 1.07 2.09 -3.62  -1.351
H: 1.76 2.82 -3.17  0.295
H: 0.13 2.62 -3.86  0.161
H: 1.50 1.72 -4.55  0.467
C: -1.82 -1.70 3.93  -1.326
C: -2.25 1.20 3.31  -1.541
H: -1.36 -2.67 4.13  0.404
H: -2.89 -1.87 3.72  0.088
H: -1.74 -1.08 4.83  0.418
H: -2.24 2.24 2.97  0.346
H: -1.97 1.15 4.37  0.487
H: -3.27 0.80 3.22  0.130
H: 0.91 -3.10 1.12  0.333
H: -0.31 2.31 0.28  0.324
C: 2.82 0.55 1.09  -1.584
H: 3.86 0.23 1.14  0.283
H: 2.44 0.74 2.11  0.307
H: 2.76 1.49 0.51  0.386
O: 1.66 -2.67 0.59  -0.750
H: 3.18 -1.84 -0.89  0.264
H: 2.42 -2.67 1.20  0.305
C: -6.30 -0.33 2.76  -0.578
C: -5.37 -1.37 2.61  -0.468
C: -4.43 -1.32 1.57  -0.869
C: -4.38 -0.21 0.72  0.648
C: -5.33 0.81 0.85  -0.482
C: -6.28 0.76 1.88  -0.644
Sb: -2.86 -0.20 -0.84  0.415
C: -4.06 -1.35 -2.24  0.349
C: -3.49 -2.49 -2.80  -0.635
C: -4.27 -3.34 -3.59  -0.493
C: -5.62 -3.04 -3.82  -0.484
C: -6.18 -1.88 -3.27  -0.601
C: -5.40 -1.03 -2.47  -0.209
C: -3.04 1.82 -1.62  0.499
C: -2.91 2.01 -3.00  -0.767
C: -2.97 3.31 -3.53  -0.585
C: -3.16 4.41 -2.68  -0.586
C: -3.29 4.21 -1.30  -0.692
C: -3.21 2.91 -0.77  -0.234
H: -7.04 -0.37 3.56  0.372
H: -5.39 -2.23 3.28  0.470
H: -3.74 -2.16 1.43  0.462
H: -5.35 1.65 0.15  0.402
H: -7.01 1.56 1.98  0.400
H: -2.43 -2.73 -2.63  0.293
H: -3.83 -4.25 -4.02  0.384
H: -6.24 -3.70 -4.43  0.356
H: -7.23 -1.63 -3.46  0.369
H: -5.85 -0.13 -2.04  0.317
H: -2.78 1.16 -3.68  0.443
H: -2.86 3.46 -4.60  0.424
H: -3.21 5.42 -3.09  0.379
H: -3.45 5.05 -0.62  0.398
H: -3.30 2.77 0.31  0.406